C27H40N10OS2Y as an isolated structure. Source: the Open Molecules 2025 dataset; level of theory: the ωB97M-V functional and the def2-TZVPD basis.

Computed properties:
* frontier orbital gap: 7.981 eV
* LUMO: -1.978 eV
* calculated total energy: -68311.820 eV
* HOMO level: -9.96 eV
* total charge: +1
* ΔE to the lowest compared entry with this formula, charge and spin: 0.0 kJ/mol

Last column: Löwdin charge in e.
CARTESIAN COORDINATES (ANGSTROEM)
H  -1.32  -0.02  -5.51  0.0992
Y  0.45  -0.45  0.27  1.2721
C  -3.12  -0.29  -3.64  -0.0278
H  0.57  2.20  -2.19  0.1078
H  2.29  -0.34  2.33  -0.0003
H  1.31  3.07  2.83  0.1263
C  -0.16  -1.39  3.59  -0.8748
C  4.24  -0.28  1.89  -0.2019
H  -0.63  -1.51  5.57  0.0997
C  -4.21  -2.93  -0.59  0.0098
H  1.39  3.98  0.84  0.1220
N  -1.81  -0.73  -3.63  -0.0999
H  2.05  -2.80  -0.63  0.0642
N  0.02  -1.83  4.87  0.0728
C  -2.39  -2.89  1.41  -0.1223
H  -3.72  -4.14  2.52  0.1142
C  2.80  1.61  2.32  -0.2138
H  3.18  -2.77  1.41  0.0587
C  -1.58  -1.46  -2.52  -0.6950
H  -2.79  0.91  2.89  0.1268
C  -3.02  -2.23  -0.66  -0.2654
C  -2.07  1.51  -0.45  -0.3716
H  4.15  -1.82  -1.85  0.1249
H  -2.14  2.35  -2.41  0.1068
N  0.70  2.00  1.09  -0.1056
C  -3.56  -3.60  1.59  -0.0315
C  -2.62  1.57  0.86  -0.1525
C  -0.81  -0.42  -4.64  -0.0128
C  1.36  2.06  2.41  -0.1889
O  -1.11  0.68  -0.76  -0.2580
C  -2.18  0.79  1.99  -0.0924
C  -3.60  3.27  -1.14  -0.0738
S  0.82  -2.18  2.38  0.6116
H  -4.11  2.49  2.10  0.1142
N  2.57  -1.95  -0.43  -0.1423
C  4.66  -1.30  0.84  -0.1698
C  2.10  2.88  -0.85  -0.1577
N  -2.75  -1.50  -1.85  0.0092
N  2.88  0.27  1.75  -0.0981
H  2.54  -1.88  -2.53  0.0784
H  1.17  0.04  -2.37  0.0374
S  -0.10  -2.20  -2.13  0.6978
N  -1.03  -0.45  3.41  -0.0186
C  1.62  1.99  -1.99  -0.2015
C  -4.17  3.31  0.13  -0.0882
C  -2.58  2.39  -1.42  -0.0357
H  2.20  2.21  -2.90  0.1204
C  3.11  0.05  -1.81  -0.2008
H  4.35  -0.72  2.88  0.1271
C  -3.71  -0.78  -2.54  -0.0193
H  -4.89  -2.95  -1.44  0.1192
H  4.99  -0.80  -0.07  0.0934
H  4.19  -3.22  0.04  0.1231
H  3.02  2.47  -0.41  0.0950
C  3.65  -2.38  0.50  -0.2207
H  -3.97  3.93  -1.92  0.1081
C  1.05  3.15  0.22  -0.1761
H  -4.98  3.99  0.35  0.1040
C  -4.49  -3.63  0.57  -0.0383
C  3.13  -1.47  -1.71  -0.2223
H  -4.71  -0.64  -2.15  0.1368
H  4.95  0.56  1.85  0.1195
H  0.52  -2.68  5.03  0.0762
N  -2.11  -2.19  0.31  0.1140
H  0.14  3.47  -0.28  0.1218
H  -1.63  -2.87  2.18  0.0424
H  -5.41  -4.19  0.67  0.1180
H  -0.11  0.32  -4.26  0.0851
H  3.55  0.35  -2.76  0.1316
H  3.23  1.65  3.33  0.1305
H  3.38  2.30  1.70  0.1109
N  1.73  0.55  -1.69  -0.1377
H  2.38  3.85  -1.28  0.1231
H  -0.29  2.11  1.27  0.0694
H  3.70  0.50  -1.01  0.0980
H  -3.51  0.33  -4.43  0.1331
H  0.81  1.39  3.08  0.1056
H  -0.27  -1.32  -4.91  0.0862
H  5.55  -1.80  1.23  0.1224
C  -3.68  2.47  1.10  -0.0402
N  -1.14  0.04  2.11  -0.1127


C27H40N5OPTi as an isolated structure. Source: the Open Molecules 2025 dataset; level of theory: the ωB97M-V functional and the def2-TZVPD basis.

Computed properties:
* frontier orbital gap: 6.253 eV
* LUMO: -13.949 eV
* calculated total energy: -70512.520 eV
* HOMO level: -20.20 eV
* total charge: +4
* ΔE to the lowest compared entry with this formula, charge and spin: 0.0 kJ/mol

Last column: Löwdin charge in e.
CARTESIAN COORDINATES (ANGSTROEM)
H  2.00  -0.36  1.24  0.0717
H  5.67  -0.72  0.19  0.1362
H  -2.08  -0.27  2.84  0.0912
C  1.58  1.42  2.18  -0.1086
H  1.44  2.54  0.34  0.1117
C  -0.49  -3.20  0.75  -0.0253
H  -3.55  0.04  0.96  0.1111
C  1.17  3.48  -3.21  -0.0207
C  4.77  -2.58  -0.40  0.0112
H  -2.94  1.99  -0.54  0.1175
H  1.15  -1.91  2.60  0.1169
H  3.29  0.23  -3.05  0.1200
N  -1.62  0.50  -1.20  -0.0473
N  -1.17  0.17  2.78  -0.0881
C  -0.26  -0.63  3.66  -0.0899
H  -1.87  -1.22  -4.08  0.1486
C  4.77  -1.21  -0.17  -0.0104
H  -4.00  -1.33  -0.05  0.1501
H  -0.74  -1.58  3.89  0.1416
H  -0.13  -0.11  4.61  0.1444
H  3.66  0.62  -0.32  0.1206
H  -3.69  -1.43  3.03  0.0897
H  1.32  1.55  3.23  0.1238
O  -2.07  -1.38  0.72  -0.3401
C  3.64  -0.47  -0.43  -0.1097
C  -3.28  0.26  -3.41  0.0531
H  0.31  -2.48  0.52  0.0381
C  -3.57  1.20  -2.41  0.0168
H  -2.63  -3.38  0.59  0.1386
N  -0.10  -1.01  -2.04  -0.0569
C  -4.14  -1.72  2.08  -0.0092
H  1.62  -2.99  -1.56  0.1058
C  -1.52  2.49  2.03  -0.1091
H  -5.19  -1.43  2.11  0.1239
H  0.58  4.39  -3.28  0.1316
C  0.81  2.48  -2.33  -0.1006
H  3.89  2.01  -4.62  0.1379
H  -1.40  3.53  2.32  0.1594
C  0.91  2.46  1.29  -0.1026
H  0.20  -1.56  -2.84  0.1458
H  -2.26  1.67  3.86  0.1596
H  5.67  -3.16  -0.21  0.1405
C  3.03  2.14  -3.98  -0.0030
P  1.08  -0.06  -1.23  1.0509
H  0.95  3.44  1.77  0.1590
C  -2.73  1.29  -1.33  -0.1003
N  1.22  0.01  1.78  -0.1382
H  -0.76  2.65  0.15  0.1117
C  2.48  -1.11  -0.92  -0.3938
C  2.69  1.13  -3.09  -0.0472
C  -3.51  -1.05  0.88  -0.1714
C  2.48  -2.49  -1.15  -0.0716
H  -4.43  1.85  -2.48  0.1452
H  1.92  -0.73  3.64  0.1536
H  -0.53  -3.38  1.82  0.1033
C  3.64  -3.22  -0.90  -0.0097
H  2.56  4.10  -4.73  0.1403
H  -0.54  1.90  3.86  0.1279
H  3.66  -4.28  -1.11  0.1361
N  -0.52  2.10  0.97  -0.1248
C  -1.31  -0.34  -2.21  -0.3698
H  -3.93  0.16  -4.27  0.1520
H  -1.88  -2.73  -0.87  0.1272
C  2.28  3.31  -4.04  0.0123
H  -0.20  -4.14  0.27  0.1246
H  2.66  1.55  2.13  0.1538
H  -0.08  2.61  -1.72  0.0755
C  -2.14  -0.52  -3.31  0.0577
Ti  -0.65  0.06  0.63  1.1437
H  -4.11  -2.81  2.01  0.1020
H  -2.52  2.39  1.59  0.1228
C  -1.38  1.59  3.24  -0.1090
C  1.57  1.31  -2.26  -0.3407
C  1.08  -0.89  2.96  -0.1137
C  -1.83  -2.76  0.21  -0.1453


A 3-piece molecular cluster, C27H41ClFN3O10 overall at a distorted geometry. Source: the Open Molecules 2025 dataset; level of theory: the ωB97M-V functional and the def2-TZVPD basis.

Computed properties:
* frontier orbital gap: 6.618 eV
* LUMO: -1.633 eV
* calculated total energy: -68827.801 eV
* HOMO level: -8.25 eV
* total charge: 0
* SMILES: O=C(O)CCc1c(CCCO)cc(CCCCl)c2nc(C(=O)NC(=O)F)c(O)nc12.COCCOC.COCCOC

Last column: Löwdin charge in e.
CARTESIAN COORDINATES (ANGSTROEM)
C  6.15  1.13  -0.33  -0.1744
N  -4.11  -1.73  -1.09  0.1245
H  4.13  -4.98  -1.15  0.1243
H  -0.73  2.47  -1.10  0.0898
C  3.07  -1.40  -1.83  -0.0332
H  -5.29  -4.23  -1.44  0.0725
O  1.16  4.61  3.27  -0.2376
F  -3.23  -1.72  1.39  -0.0232
H  6.44  0.65  0.72  0.1305
N  -0.98  -0.04  -1.87  0.1160
C  4.31  -3.39  0.56  -0.2932
O  1.71  6.21  5.68  -0.1963
N  0.82  -2.81  -2.32  0.1231
O  5.54  -4.05  1.03  -0.0344
C  -6.31  -3.99  -1.76  -0.1231
H  -0.13  5.61  0.82  0.0901
H  -6.85  -3.55  -0.91  0.0828
H  -4.25  -0.75  -0.70  0.1555
O  -1.40  -4.00  -2.77  -0.0465
C  2.58  6.95  4.83  -0.1139
C  3.88  0.01  -1.46  -0.0599
C  5.54  -0.03  -1.31  -0.1778
C  3.92  -2.82  -2.10  -0.1591
H  2.48  -4.09  -0.69  0.1218
H  1.68  4.47  -0.54  0.1234
C  2.96  1.35  -1.26  0.0355
O  -9.19  -4.34  -0.55  -0.1984
O  8.54  2.14  0.00  -0.1421
H  3.62  -3.29  -3.15  0.1261
H  5.45  2.07  -0.22  0.0980
C  1.32  1.28  -1.42  -0.0531
C  -3.34  -2.42  0.06  -0.1872
H  2.45  6.70  3.77  0.0824
H  3.45  2.39  -1.03  0.0876
H  0.43  3.85  5.07  0.1290
C  -8.99  -5.67  -1.01  -0.1943
H  8.07  2.40  0.85  0.1050
H  3.61  6.73  5.12  0.0903
C  -0.42  4.57  0.34  -0.5232
C  0.28  4.70  4.39  -0.2012
H  -1.07  4.76  -0.65  0.0907
O  -6.94  -5.15  -2.28  -0.1927
H  5.07  -2.66  -2.14  0.1021
H  2.76  4.24  4.58  0.0844
H  -6.26  -3.24  -2.56  0.0864
H  -0.30  6.04  5.96  0.1249
H  -0.74  4.62  4.00  0.0849
O  -3.78  -1.36  -3.52  -0.0020
H  -1.59  -4.03  -3.77  0.1484
C  -7.50  -5.98  -1.25  -0.1917
C  -1.54  -1.40  -2.19  -0.0358
H  0.15  6.88  4.47  0.1243
C  -9.50  -3.43  -1.60  -0.1142
C  2.39  3.97  3.59  -0.1117
C  7.59  1.61  -1.00  -0.2465
O  -2.74  -3.61  -0.06  0.0293
C  0.51  -0.13  -1.77  -0.0854
Cl  -1.55  3.60  1.49  0.4559
C  -0.68  -2.76  -2.43  -0.1526
H  -8.92  -3.62  -2.51  0.0853
H  2.26  2.88  3.54  0.0888
C  3.65  -3.93  -0.87  -0.1067
H  -9.58  -5.86  -1.91  0.1239
C  0.92  3.67  -0.08  -0.2531
H  6.05  -0.10  -2.37  0.1270
H  5.77  -1.07  -0.78  0.1123
H  7.31  2.40  -1.83  0.1269
C  -3.20  -1.51  -2.29  -0.1859
H  2.40  8.02  4.96  0.0843
H  1.36  3.13  0.86  0.1074
C  0.41  6.04  5.12  -0.1894
H  5.25  -4.81  1.65  0.1427
H  -6.92  -5.89  -0.33  0.1256
H  -9.26  -2.42  -1.25  0.0895
H  8.06  0.64  -1.50  0.1290
H  -9.36  -6.34  -0.23  0.1226
H  -7.42  -7.02  -1.60  0.1226
C  0.42  2.66  -1.27  -0.2075
H  -10.56  -3.49  -1.83  0.0835
H  3.14  4.27  2.85  0.0887
O  3.65  -2.40  1.17  -0.0108
H  0.49  3.27  -2.30  0.1326
C  1.41  -1.48  -1.97  -0.0744


Which of these has the highest calculated total energy?
C27H40N10OS2Y